Entry 1:
Computed, not measured: C50H41N6P2S4Tc as an isolated structure, with ωB97M-V/def2-TZVPD.

XYZ file:
```
104
Properties=species:S:1:pos:R:3:forces:R:3:mulliken_spin:R:1
Tc 0.13020 -0.25694 -0.17664 0.90 -0.07 -0.15 1.12
C 1.28208 1.16756 -4.16044 -0.05 0.00 -0.02 -0.01
C 0.28781 2.06265 -4.55716 0.04 -0.03 0.04 0.02
C -0.83669 2.15773 -3.78582 0.00 0.00 -0.03 -0.01
C -0.97234 1.39151 -2.61486 0.02 0.02 0.00 0.05
N 0.02536 0.58595 -2.18180 -0.11 0.02 -0.09 -0.11
C 1.10757 0.48527 -2.98979 0.09 -0.10 0.00 0.06
N -2.21113 1.47516 -2.03837 -0.16 -0.14 0.02 0.00
C -2.55295 0.97988 -0.90827 0.11 0.20 0.15 0.00
N -1.74971 0.47336 0.10014 -0.28 -0.20 -0.01 -0.01
C -2.58043 0.01764 1.11529 0.08 0.21 0.08 0.00
N -2.28214 -0.53397 2.23245 -0.14 -0.12 -0.14 0.00
C -1.02351 -0.86596 2.66207 0.04 0.06 0.04 0.06
C -0.96214 -1.21407 4.02174 0.01 -0.01 0.03 -0.01
C 0.22768 -1.56016 4.60253 0.04 0.01 -0.04 0.02
C 1.37224 -1.55928 3.80629 -0.04 0.00 0.03 -0.01
C 1.24820 -1.21484 2.48881 0.14 0.03 -0.04 0.04
N 0.08289 -0.87929 1.88300 -0.05 0.00 0.14 -0.14
C -3.98207 0.26438 0.73492 -0.04 0.02 -0.01 0.01
C -5.16526 -0.05725 1.37117 0.00 0.03 -0.02 0.00
C -6.34452 0.25670 0.70638 0.01 0.01 -0.02 0.00
C -6.32687 0.86504 -0.54998 0.02 -0.01 0.01 0.00
C -5.12927 1.18033 -1.18064 -0.01 0.01 0.04 0.00
C -3.96463 0.87023 -0.50548 -0.04 0.02 0.01 0.00
H 2.18072 1.01781 -4.73879 0.04 0.00 -0.01 0.00
H 0.39747 2.65375 -5.45519 -0.01 0.01 -0.05 0.00
H -1.66893 2.79322 -4.04674 -0.01 0.02 -0.02 0.00
H 1.87488 -0.19380 -2.64907 0.00 0.04 0.00 -0.02
H -1.89031 -1.18923 4.57148 -0.01 0.00 0.01 0.00
H 0.27757 -1.82346 5.64985 0.00 -0.01 0.03 0.00
H 2.34274 -1.82142 4.19957 0.04 -0.01 0.00 0.00
H 2.12635 -1.20452 1.85776 -0.03 0.01 0.04 0.01
H -5.16361 -0.53699 2.33934 0.00 -0.02 0.03 0.00
H -7.29534 0.02050 1.16439 -0.02 0.00 0.01 0.00
H -7.26384 1.08624 -1.04281 -0.02 0.01 0.00 0.00
H -5.10297 1.63741 -2.15964 0.01 0.02 -0.02 0.00
C 3.40975 -1.77777 -0.99928 -0.03 -0.02 0.07 0.00
N 3.99482 -1.17132 0.18671 -0.09 0.06 -0.03 0.00
C 3.80246 0.26858 0.36517 0.01 0.04 0.00 0.01
P 2.09528 0.99522 0.17688 -0.26 -0.03 -0.08 -0.04
C 2.35055 2.33310 -1.06184 -0.04 0.00 0.06 -0.01
C 1.32365 3.27875 -1.12479 0.03 -0.01 0.03 0.00
C 1.41359 4.36670 -1.97255 0.02 0.01 -0.01 0.00
C 2.53562 4.53166 -2.77567 0.00 -0.01 0.01 0.00
C 3.55598 3.59841 -2.72628 0.00 -0.01 0.01 0.00
C 3.46351 2.50209 -1.87696 0.00 -0.04 -0.02 0.00
C 2.04568 2.06801 1.66774 -0.06 -0.08 -0.01 -0.01
C 3.15823 2.85192 1.98111 0.00 -0.05 0.02 0.00
C 3.13557 3.69629 3.07596 0.00 0.01 0.00 0.00
C 1.99421 3.78367 3.86384 0.01 -0.01 0.00 0.00
C 0.87513 3.03536 3.54182 0.00 0.01 -0.01 0.00
C 0.89996 2.18236 2.44545 0.01 0.02 -0.05 -0.02
C 5.36999 -1.50514 0.42358 -0.04 -0.07 0.08 0.00
C 5.83604 -1.47071 1.73566 0.03 0.00 0.00 0.00
C 7.15613 -1.77604 2.01732 -0.01 0.01 -0.01 0.00
C 8.02537 -2.13183 0.99406 -0.01 0.00 -0.01 0.00
C 7.56340 -2.17155 -0.31045 0.00 0.00 0.02 0.00
C 6.24235 -1.85281 -0.60033 0.01 0.01 0.00 0.00
P 1.61623 -2.08960 -0.70592 0.00 -0.05 0.01 0.05
C 1.66707 -3.41809 0.56059 -0.04 0.01 -0.01 -0.01
C 0.45904 -4.06771 0.80643 -0.04 0.11 -0.01 0.01
C 0.37603 -5.09180 1.73337 0.01 -0.01 -0.01 0.00
C 1.51106 -5.48944 2.42641 0.01 0.03 0.00 0.00
C 2.72000 -4.85712 2.18187 0.01 -0.01 0.00 0.00
C 2.80237 -3.82439 1.25726 -0.04 -0.04 -0.10 0.00
C 1.18364 -3.10604 -2.17138 0.01 0.06 0.02 -0.04
C 1.76752 -4.36612 -2.32808 0.10 0.08 -0.03 0.00
C 1.44940 -5.15844 -3.41627 0.00 0.00 -0.01 0.00
C 0.53018 -4.71274 -4.35827 0.00 0.00 0.02 0.00
C -0.06264 -3.47100 -4.20639 -0.02 -0.02 0.02 0.00
C 0.26479 -2.67132 -3.11912 -0.07 0.01 0.05 0.03
H 3.86685 -2.75687 -1.15407 0.05 0.07 -0.02 0.00
H 3.55904 -1.19891 -1.92301 -0.02 -0.02 -0.01 0.00
H 4.48179 0.82869 -0.28627 0.03 0.00 0.03 0.00
H 4.09157 0.50832 1.38876 0.01 -0.01 -0.07 0.00
H 0.45003 3.16378 -0.49115 0.00 0.02 0.01 0.00
H 0.61385 5.09367 -1.99985 -0.04 0.02 -0.01 0.00
H 2.61270 5.38642 -3.43310 0.00 0.03 -0.01 0.00
H 4.43514 3.72033 -3.34430 0.01 -0.01 -0.03 0.00
H 4.27135 1.78371 -1.88807 0.02 -0.01 0.02 0.00
H 4.04464 2.81929 1.35866 0.02 0.00 -0.01 0.00
H 4.00475 4.29542 3.31016 0.02 0.02 0.00 0.00
H 1.97762 4.44596 4.71789 0.00 0.02 0.03 0.00
H -0.02373 3.11650 4.13726 -0.03 -0.01 0.02 0.00
H 0.01362 1.62247 2.18543 -0.05 -0.03 0.00 0.00
H 5.15426 -1.21104 2.53630 -0.04 0.00 0.02 0.00
H 7.50520 -1.74755 3.04024 0.01 0.00 0.03 0.00
H 9.05414 -2.37799 1.21498 0.03 -0.01 0.01 0.00
H 8.23187 -2.44635 -1.11470 0.02 0.00 -0.02 0.00
H 5.90577 -1.87361 -1.62814 -0.02 -0.01 -0.02 0.00
H -0.42918 -3.76679 0.26324 0.01 -0.03 0.01 0.00
H -0.57177 -5.58412 1.90457 -0.03 0.00 0.02 0.00
H 1.45547 -6.29283 3.14740 -0.01 -0.03 0.03 0.00
H 3.61149 -5.16744 2.71012 0.02 -0.01 0.02 0.00
H 3.75466 -3.34313 1.09962 0.04 0.01 0.00 0.00
H 2.46878 -4.73705 -1.59046 -0.01 -0.01 0.03 0.00
H 1.91304 -6.12876 -3.52536 0.01 -0.04 0.00 0.00
H 0.27242 -5.33868 -5.20107 0.00 -0.02 -0.04 0.00
H -0.78956 -3.11997 -4.92633 -0.01 0.02 -0.04 0.00
H -0.22340 -1.71503 -3.00697 -0.04 0.01 0.03 -0.03
S -2.84913 -2.92208 -0.23799 -0.05 0.01 0.15 0.00
S -3.45510 -4.24554 -1.45661 -0.02 0.22 -0.44 0.00
S -3.70430 -3.23748 -3.25395 0.05 -0.31 0.31 0.00
S -3.20918 -1.44378 -2.90207 -0.04 0.06 -0.10 0.00
```
Forces are in eV/Å.

Results
⟨S²⟩ = 0.7571
HOMO-LUMO gap (alpha / beta) = 5.755 / 5.571 eV
total energy = -4614.64883 Ha
HOMO (alpha / beta) = -10.14 / -9.95 eV
multiplicity = 2
molar mass = 1014.14 g/mol
total charge = +1

=====

Entry 2:
Computed, not measured: a 5-piece molecular cluster, C50H42BrClFO12PS overall in a non-equilibrium geometry, with ωB97M-V/def2-TZVPD.

XYZ file:
```
109
Properties=species:S:1:pos:R:3:forces:R:3:lowdin_charge:R:1
C -2.90967 0.71823 4.29762 -0.54 -9.75 0.84 0.03
C -2.99526 -0.70663 4.30509 1.25 9.35 1.30 -0.11
C -2.80402 -2.29936 4.73979 -0.04 0.76 -0.03 -0.22
C -1.21514 -2.79463 4.65626 -0.89 0.26 -0.06 -0.19
C -0.88567 -3.59129 3.22291 0.47 1.00 0.72 -0.17
C -0.14320 -2.54972 2.18096 1.39 1.41 -1.12 -0.04
C 1.29683 -1.90138 2.73109 -0.26 1.42 -2.64 0.01
F 1.85660 -2.25840 4.08377 -2.03 1.01 -4.40 -0.07
C 2.12419 -0.81447 1.82524 -2.90 -1.37 -0.79 0.05
C 1.49942 -0.41208 0.32656 -1.27 -1.53 1.69 0.03
C 0.07439 -1.03544 -0.25925 1.70 -1.13 2.15 -0.04
C -0.53369 -0.57501 -1.73530 -0.43 0.86 1.16 -0.18
C -1.84327 0.39885 -1.37244 0.08 0.37 0.04 -0.24
C -2.09740 1.36629 -2.67140 -0.09 -0.43 0.40 -0.13
C -0.75209 -2.14432 0.67678 4.58 1.68 1.55 -0.15
P -2.37367 -3.01415 0.17190 -1.61 -1.11 -0.06 0.38
O -2.85300 -2.79277 -1.48664 2.12 -2.42 1.65 -0.30
O -2.09803 -4.75898 0.36326 1.33 3.04 -0.59 -0.29
S -3.91819 -2.46279 1.26724 1.57 -0.40 -0.98 0.29
C 2.41937 0.70718 -0.50787 1.04 -0.27 -3.64 -0.20
O 2.69664 0.63425 -1.81133 -1.95 0.42 7.98 -0.05
C 3.03071 1.93145 0.45407 0.68 1.85 1.31 -0.03
C 2.99713 3.50320 -0.09702 2.03 -1.46 4.56 -0.49
Br 2.18610 3.97063 -1.90037 1.17 -0.58 2.60 0.60
C 3.62735 4.63036 0.92229 -0.42 -3.55 0.57 -0.02
C 4.25035 4.23591 2.42224 -1.09 -1.65 -1.95 -0.09
C 4.78849 5.53988 3.30670 -0.97 -0.29 -0.47 -0.11
C 4.29380 2.66707 2.99503 -1.02 0.96 -4.21 -0.05
C 4.91276 2.27651 4.46239 -1.71 -0.34 0.12 -0.58
Cl 6.62655 3.01456 4.76876 -1.71 -0.61 -0.41 0.52
C 3.81431 2.74672 5.62116 -0.34 -1.40 -0.18 -0.24
C 3.83486 1.55559 6.78549 0.84 -0.04 -1.22 -0.12
C 3.65290 1.53264 1.95464 -0.21 2.34 -0.95 0.03
C 3.54368 -0.08838 2.33129 3.03 -2.38 1.71 -0.18
O 4.50012 -0.79175 2.94220 -6.02 4.56 -3.59 -0.01
H -2.90019 1.89672 4.47300 -0.16 -3.40 -0.79 0.05
H -3.12468 -2.45575 5.86663 0.49 0.83 -2.34 0.12
H -3.52745 -2.94948 4.08873 1.54 1.32 1.11 0.06
H -1.07089 -3.53005 5.56852 -0.10 1.48 -1.98 0.12
H -0.57501 -1.82515 4.79824 -1.03 -2.12 -0.26 0.11
H -1.92050 -3.99477 2.85194 2.28 0.76 0.31 0.08
H -0.13089 -4.46681 3.46728 -1.55 1.78 -0.67 0.13
H 0.19706 0.11609 -2.34652 -1.07 -1.57 1.57 0.11
H -0.81033 -1.47383 -2.43225 0.49 1.70 1.69 0.09
H -1.59455 1.02154 -0.38466 -0.41 -1.26 -2.25 0.13
H -2.81295 -0.20877 -1.12820 1.94 0.95 -0.51 0.09
H -2.46042 0.65212 -3.55237 1.00 1.86 1.82 0.08
H -2.92067 2.20325 -2.47485 1.78 -1.91 -0.35 0.09
H -1.06827 1.89351 -2.91645 -2.24 -1.07 0.19 0.08
H -2.63120 -3.62193 -2.04105 -0.32 1.77 1.30 0.11
H -1.12439 -4.94211 0.51221 -1.42 0.40 -0.32 0.07
H 3.59807 5.75773 0.54740 0.14 -2.70 1.08 0.11
H 3.99688 6.41376 3.17193 1.62 -1.91 0.21 0.09
H 5.82798 5.95576 2.92088 -2.13 -1.20 0.91 0.10
H 4.79426 5.25562 4.44255 0.27 0.56 -2.33 0.04
H 5.06052 1.11232 4.63563 -0.30 2.56 -1.02 0.10
H 4.01343 3.81827 6.04703 -0.49 -2.21 -0.93 0.07
H 2.75090 2.63818 5.09017 2.33 0.73 1.16 0.13
H 3.29370 0.61108 6.30160 0.97 2.07 1.30 0.09
H 4.97631 1.23394 6.87968 -2.43 0.73 0.31 0.08
H 3.36665 1.89159 7.80378 0.96 -0.73 -2.09 0.08
C 6.33171 6.90031 7.06385 -0.08 -0.47 -0.07 0.03
C 5.58556 5.81427 7.28768 0.35 0.20 -0.16 0.00
C 4.33350 5.89211 8.06583 -0.44 -0.61 0.19 -0.38
O 3.65097 4.89823 8.27287 0.39 0.59 -0.13 0.09
C 3.93733 7.21610 8.58535 0.06 0.46 0.06 0.02
C 4.68348 8.30214 8.36152 -0.40 -0.21 0.19 0.02
C 5.93554 8.22430 7.58338 0.56 0.80 -0.16 -0.38
O 6.61807 9.21818 7.37633 -0.48 -0.69 0.14 0.10
H 7.25310 6.86049 6.49579 -0.01 0.02 0.01 0.13
H 5.86219 4.83616 6.91273 0.04 0.00 0.02 0.08
H 3.01594 7.25591 9.15342 0.02 -0.04 -0.02 0.12
H 4.40685 9.28025 8.73647 0.04 -0.02 -0.03 0.12
C -4.26810 -1.25178 -7.29334 0.34 -0.08 0.21 0.03
C -3.27764 -0.73460 -6.55995 -0.24 -0.30 -0.14 0.03
C -3.04387 0.72201 -6.50678 0.69 0.26 0.48 -0.38
O -2.13632 1.19610 -5.83737 -0.58 -0.25 -0.57 0.08
C -3.94751 1.58458 -7.29369 -0.39 0.06 -0.31 0.02
C -4.93796 1.06741 -8.02708 0.22 0.40 0.14 0.02
C -5.17173 -0.38921 -8.08025 -0.52 -0.34 -0.38 -0.38
O -6.07928 -0.86330 -8.74966 0.48 0.25 0.36 0.09
H -4.45282 -2.31788 -7.34391 -0.02 0.05 0.01 0.09
H -2.60679 -1.35392 -5.97667 0.04 0.04 0.01 0.12
H -3.76279 2.65068 -7.24311 0.02 -0.03 0.02 0.12
H -5.60882 1.68672 -8.61036 0.00 -0.04 0.01 0.12
C 2.04505 -2.61554 -3.31515 0.32 -0.09 0.26 0.03
C 3.13337 -3.38414 -3.20966 -0.28 0.32 0.14 0.03
C 3.39069 -4.48257 -4.16175 0.83 -0.50 0.14 -0.38
O 4.38554 -5.18782 -4.06475 -0.70 0.46 -0.09 0.10
C 2.40015 -4.69757 -5.23525 -0.44 0.11 -0.24 0.02
C 1.31183 -3.92896 -5.34074 0.25 -0.36 -0.17 0.02
C 1.05451 -2.83054 -4.38866 -0.49 0.42 -0.06 -0.37
O 0.05966 -2.12529 -4.48565 0.44 -0.49 -0.05 0.08
H 1.84089 -1.80623 -2.62480 0.05 0.06 -0.03 0.09
H 3.86966 -3.23868 -2.42829 -0.01 -0.01 -0.03 0.13
H 2.60432 -5.50688 -5.92560 0.03 0.01 0.03 0.12
H 0.57555 -4.07443 -6.12212 0.01 0.03 0.02 0.12
C -8.19709 -5.83004 -5.41556 0.44 0.07 0.24 0.02
C -6.94754 -5.35581 -5.42239 -0.33 -0.22 0.22 0.02
C -6.39133 -4.67948 -6.61085 0.60 0.25 -0.04 -0.37
O -5.24708 -4.24689 -6.61868 -0.59 -0.31 0.06 0.08
C -7.26949 -4.54616 -7.79020 -0.37 -0.06 -0.24 0.03
C -8.51904 -5.02039 -7.78337 0.37 0.22 -0.20 0.03
C -9.07525 -5.69671 -6.59491 -0.94 -0.33 -0.04 -0.38
O -10.21950 -6.12930 -6.58709 0.81 0.29 0.01 0.10
H -8.62024 -6.32929 -4.55246 -0.02 0.01 -0.04 0.12
H -6.29119 -5.44512 -4.56504 0.00 0.02 -0.04 0.12
H -6.84634 -4.04691 -8.65330 0.01 0.04 0.05 0.12
H -9.17539 -4.93108 -8.64072 0.00 -0.01 0.05 0.12
```
Forces are in eV/Å.

Results
HOMO-LUMO gap = 6.759 eV
SMILES = C#CCCCc1c(F)c2c(c(CCC)c1P(O)(O)=S)C(=O)c1c(Br)cc(C)c([C@@H](Cl)CC)c1C2=O.O=C1C=CC(=O)C=C1.O=C1C=CC(=O)C=C1.O=C1C=CC(=O)C=C1.O=C1C=CC(=O)C=C1
total energy = -6705.89343 Ha
HOMO = -8.82 eV
multiplicity = 1
molar mass = 1032.27 g/mol

=====

- multiplicity of number 2 (C50H42BrClFO12PS)?
  1